Formula: C35H36N3O8S8Tm
Source: the OMol25 dataset
Level of theory: ωB97M-V/def2-TZVPD

Geometry as XYZ:
```
91
Properties=species:S:1:pos:R:3:mulliken_spin:R:1
Tm -3.239 1.046 -0.361 2.02
C 0.153 4.538 -0.071 0.00
C 1.441 4.961 -0.572 0.00
C 1.986 4.392 -1.753 0.00
C 3.342 4.670 -2.142 0.00
C 4.030 5.591 -1.311 0.00
C 3.457 6.198 -0.144 0.00
C 2.151 5.902 0.113 0.00
H -0.443 5.381 0.108 0.00
H 0.227 4.020 0.844 0.00
H -0.355 3.892 -0.787 0.00
H 1.355 3.621 -2.222 0.00
H 3.866 4.137 -2.933 0.00
H 5.040 5.994 -1.528 0.00
H 4.150 6.678 0.605 0.00
H 1.606 6.288 0.961 0.00
S -5.429 -0.386 -1.468 0.00
C -4.839 -1.428 -0.258 0.00
C -5.097 -2.843 -0.312 0.00
C -4.692 -3.645 0.754 0.00
C -4.013 -3.073 1.841 0.00
C -3.772 -1.678 1.829 0.00
N -4.130 -0.936 0.741 0.00
H -5.635 -3.076 -1.211 0.00
H -5.012 -4.705 0.812 0.00
H -3.892 -3.662 2.767 0.00
H -3.224 -1.164 2.618 0.00
C -0.351 -5.786 -4.012 0.00
C -0.462 -4.484 -3.332 0.00
C -1.227 -3.492 -3.892 0.00
C -1.378 -2.174 -3.400 0.00
C -0.526 -1.746 -2.380 0.00
C 0.545 -2.529 -2.061 0.00
C 0.329 -4.021 -2.082 0.00
S -0.627 -0.190 -1.468 0.00
O 0.617 0.506 -1.728 0.00
O -1.046 -0.423 -0.069 0.00
N -1.869 0.628 -2.010 0.00
C -1.779 1.357 -3.292 0.00
C -2.599 2.618 -2.938 0.00
O -2.478 3.698 -3.499 0.00
O -3.477 2.476 -1.921 0.00
H -0.633 -6.741 -3.442 0.00
H 0.640 -5.995 -4.464 0.00
H -1.102 -5.744 -4.807 0.00
H -1.805 -3.789 -4.811 0.00
H -2.237 -1.537 -3.684 0.00
H 2.570 -2.826 -6.140 0.00
H -0.243 -4.470 -1.182 0.00
H -2.358 0.801 -4.110 0.00
H -0.773 1.501 -3.685 0.00
C 3.231 -0.767 -7.043 0.00
S 3.796 -2.337 -6.423 0.00
C 1.732 -4.624 -1.831 0.00
C 2.702 -3.734 -1.490 0.00
S 2.143 -2.055 -1.337 0.00
S 4.304 -4.497 -1.213 0.00
C 3.799 -6.043 -1.569 0.00
S 4.880 -7.294 -1.733 0.00
S 2.119 -6.265 -2.072 0.00
H 2.148 -0.721 -6.823 0.00
H 3.555 -0.550 -8.068 0.00
H 3.618 0.110 -6.506 0.00
C 4.522 -0.929 5.510 0.00
C 3.118 -0.411 5.286 0.00
C 2.330 -0.794 4.217 0.00
C 0.981 -0.455 4.123 0.00
C 0.577 0.508 5.039 0.00
C 1.408 1.144 5.972 0.00
C 2.654 0.577 6.117 0.00
S -1.161 0.723 5.152 0.00
O -1.497 1.351 6.426 0.00
O -1.764 -0.519 4.818 0.00
N -1.526 1.766 3.987 0.00
C -2.482 2.870 4.205 0.00
C -2.806 3.660 2.898 0.00
C -2.909 2.738 1.717 0.00
O -4.119 2.281 1.532 0.00
O -1.916 2.472 0.998 -0.01
H 4.632 -2.051 5.447 0.00
H 4.884 -0.708 6.573 0.00
H 5.172 -0.250 4.809 0.00
H 2.706 -1.476 3.438 0.00
H 0.380 -1.133 3.481 0.00
H 1.149 2.007 6.609 0.00
H 3.376 0.887 6.864 0.00
H -1.249 1.553 2.998 0.00
H -2.102 3.594 5.007 0.00
H -3.373 2.444 4.659 0.00
H -1.989 4.392 2.673 0.00
H -3.786 4.185 3.038 0.00
```

The spin multiplicity is 3. The energy is -6392.3291 Ha. The HOMO energy comes out at -0.82 eV. For the gap between HOMO and LUMO, the calculation gives 4.3 eV. The expectation value of S² is 2.00. The value obtained for the largest force on an atom is 3.28 eV Å⁻¹. The calculation puts the LUMO energy at 3.5316 eV. The net charge is -2.


Formula: C5H11NO
Source: the OMol25 dataset
Level of theory: ωB97M-V/def2-TZVPD

Geometry as XYZ:
```
18
Properties=species:S:1:pos:R:3:nbo_charge:R:1
C -2.108 0.539 -0.699 -0.62
C -1.408 -0.503 0.171 -0.21
N 0.021 -0.248 0.321 -0.44
C 0.457 0.466 1.502 -0.40
C 0.830 -0.603 -0.724 0.68
C 2.305 -0.254 -0.631 -0.72
O 0.381 -1.186 -1.703 -0.64
H -3.183 0.338 -0.752 0.21
H -1.702 0.502 -1.714 0.23
H -1.971 1.550 -0.299 0.20
H -1.523 -1.494 -0.274 0.23
H -1.847 -0.522 1.175 0.19
H 0.016 0.003 2.393 0.20
H 1.542 0.414 1.608 0.21
H 0.163 1.524 1.486 0.19
H 2.751 -0.472 -1.601 0.25
H 2.811 -0.855 0.133 0.23
H 2.465 0.802 -0.391 0.22
```

The spin multiplicity is 1. The energy is -327.1187 Ha. The HOMO energy comes out at -9.15 eV. The value obtained for the energy above the lowest of the compared OMol25 structures with the same formula, charge and spin is 0.343 eV. For the gap between HOMO and LUMO, the calculation gives 10.0 eV. As for the SMILES: CCN(C)C(C)=O. The value obtained for the largest force on an atom is 0.32 eV Å⁻¹. The calculation puts the LUMO energy at 0.8904 eV. The net charge is 0.


Which of these has the highest LUMO?
C35H36N3O8S8Tm


Which value of LUMO does entry 1 give?
3.5316 eV


Number 1 is which compound?
C35H36N3O8S8Tm


gap between HOMO and LUMO of number 2 (C5H11NO)?
10.0 eV